Entry 1:
This record from the OMol25 dataset describes a molecular structure, C22H70BO11Pd. The level of theory is ωB97M-V/def2-TZVPD.

XYZ file:
```
105
Properties=species:S:1:pos:R:3:lowdin_charge:R:1
Pd 25.05607 19.80574 -2.62809 1.175
O 23.78757 21.44763 -1.78640 -0.188
O 23.72638 19.86725 -4.41655 -0.173
O 22.70349 21.14421 0.65765 -0.088
O 23.92230 17.07415 -5.91621 -0.111
O 26.09341 20.12160 -0.64921 -0.188
O 26.63874 18.27209 -2.84092 -0.206
O 23.81924 15.53913 -3.50803 -0.135
O 24.31211 16.68700 0.96904 -0.159
O 27.84708 16.99342 -0.83136 -0.087
O 20.21781 18.29868 -1.71395 -0.084
O 26.24051 18.52872 1.54365 -0.131
C 27.62259 19.45833 3.25969 -0.069
C 26.93571 17.57742 -4.08328 -0.246
C 26.44621 18.56916 2.95375 -0.288
C 23.30172 14.26080 -3.17800 -0.310
C 23.10466 16.35482 -6.82726 -0.334
C 22.53683 19.75640 2.65834 -0.056
C 21.54363 18.85699 -4.86029 -0.058
C 28.37293 17.84635 -4.46223 -0.066
C 19.89375 20.58300 -0.92085 -0.075
C 23.26267 16.97007 -8.19549 -0.086
C 23.41422 20.24228 1.52506 -0.275
C 28.40283 20.88307 -0.56100 -0.056
C 27.20629 15.88806 -0.16350 -0.257
C 23.28014 22.71409 -2.23411 -0.273
C 26.92882 21.24749 -0.38403 -0.263
C 20.05771 19.11408 -0.56715 -0.306
C 22.28073 20.08738 -4.38012 -0.237
C 23.87647 14.99999 2.58527 -0.074
C 23.36308 15.66180 1.34225 -0.264
C 26.30045 15.19992 -1.15259 -0.062
C 23.92725 23.87157 -1.51027 -0.063
C 23.22731 13.36558 -4.38567 -0.076
B 23.71736 17.99021 -1.79171 -0.385
H 22.65240 16.48531 -8.96040 0.080
H 24.02111 15.74796 3.36942 0.076
H 21.70868 18.70805 -5.92959 0.073
H 28.53280 17.38593 -0.28465 0.105
H 22.07843 20.92925 -5.04517 0.125
H 29.06059 17.53984 -3.67117 0.078
H 22.87343 17.99441 -8.17922 0.068
H 22.30701 14.36584 -2.71992 0.121
H 28.69239 17.38183 -5.39408 0.084
H 26.58675 17.54620 3.31805 0.123
H 21.14994 18.24061 -1.95270 0.013
H 24.83839 14.50125 2.47005 0.078
H 23.65323 16.15618 -2.77621 -0.018
H 22.19824 22.71327 -2.07405 0.115
H 27.76621 19.53069 4.33698 0.084
H 23.71016 19.40322 0.89516 0.085
H 22.91201 18.88241 -1.93886 0.008
H 26.13691 19.53170 0.14472 0.061
H 23.10897 16.98382 -1.55198 0.062
H 19.89623 21.16133 0.00740 0.073
H 23.72278 23.84872 -0.43666 0.075
H 25.73208 14.43843 -0.61533 0.085
H 22.52664 21.95682 1.14450 0.112
H 27.92855 15.19913 0.28250 0.124
H 26.62558 16.28265 0.67680 0.081
H 26.75242 21.63166 0.62409 0.115
H 22.34313 20.58721 3.34516 0.084
H 22.88182 12.37614 -4.08821 0.081
H 27.06657 17.79431 -2.10013 0.044
H 23.83664 16.63257 -5.05470 0.038
H 23.43205 15.30786 -6.87529 0.108
H 28.48641 20.08385 -1.30691 0.069
H 20.76204 20.95898 -1.46911 0.039
H 23.30474 14.97415 0.49247 0.112
H 26.71128 22.08505 -1.04781 0.101
H 25.54303 17.85491 1.37856 0.043
H 24.29846 16.97738 -8.52687 0.078
H 24.33255 20.69367 1.91058 0.116
H 22.37523 16.09926 1.50257 0.118
H 24.16247 13.34144 -4.94023 0.082
H 29.00214 21.68553 -0.99545 0.080
H 25.01468 23.83017 -1.58947 0.071
H 26.73775 16.50948 -3.99746 0.119
H 23.42233 22.83349 -3.30862 0.119
H 28.51977 18.92465 -4.57919 0.079
H 21.56641 19.39995 2.31508 0.073
H 23.14507 14.27399 2.94382 0.084
H 26.24857 18.02292 -4.80148 0.102
H 24.27985 17.87581 -2.85004 0.015
H 18.99845 20.75410 -1.51388 0.081
H 22.02211 20.34895 -3.36028 0.078
H 24.04390 17.08245 0.12006 -0.005
H 26.87135 14.75404 -1.96540 0.092
H 28.90175 20.51251 0.33434 0.070
H 23.34652 21.26223 -0.92350 0.055
H 20.46580 18.96862 -4.72752 0.094
H 27.47007 20.46728 2.87393 0.070
H 24.51448 18.23672 -0.92316 0.009
H 22.44142 13.73388 -5.05236 0.073
H 22.04356 16.32485 -6.54880 0.112
H 28.52090 19.04293 2.80026 0.078
H 23.02530 18.96239 3.22289 0.073
H 25.56530 15.89716 -1.56217 0.051
H 25.56639 18.93770 3.50071 0.108
H 21.83363 17.95995 -4.31313 0.076
H 23.54490 24.80934 -1.91101 0.088
H 23.93463 19.54108 -5.30167 0.098
H 23.89325 13.79890 -2.37171 0.104
H 20.93649 18.98197 0.07882 0.091
H 19.19094 18.77944 0.00278 0.116
```

Results
E   -1860.20434 hartree
ΔE to the lowest compared entry with this formula, charge and spin   0.0 kJ/mol
Frontier orbital gap (spin up / spin down)   0.362 / 0.250 Ha
Total charge   +1
2S+1   3
⟨S²⟩   2.004



Entry 2:
This record from the OMol25 dataset describes 6 unconnected molecules or ions with the total composition C10H33O6. The level of theory is ωB97M-V/def2-TZVPD.

XYZ file:
```
49
Properties=species:S:1:pos:R:3:lowdin_charge:R:1
O 7.83200 19.19300 33.19100 -0.061
O 6.27700 16.72300 33.46900 -0.134
O 7.55400 18.98300 29.30000 -0.079
O 8.26200 16.92300 31.34800 0.079
O 6.49700 15.30800 29.96300 -0.081
O 10.40800 18.45400 30.26100 -0.067
C 9.02100 19.13300 33.98700 -0.328
C 8.50400 20.94300 28.41300 -0.089
C 5.18400 15.06300 30.28300 -0.287
C 7.47600 14.42800 33.77000 -0.076
C 7.75600 20.31100 29.59000 -0.335
C 6.38600 15.59500 34.24200 -0.352
C 10.96700 16.10700 29.51000 -0.025
C 4.54800 16.52900 30.05000 -0.075
C 9.70000 17.83600 34.08900 -0.090
C 11.04700 17.58500 29.25300 -0.208
H 8.50000 22.01900 28.50000 0.061
H 5.16100 17.19600 30.62000 0.026
H 5.82400 17.40300 34.07500 0.152
H 9.54600 20.40500 28.20700 0.118
H 7.63300 20.09000 33.07400 0.067
H 7.90000 21.06300 27.47400 0.086
H 4.59000 14.34100 29.49100 0.168
H 10.58000 17.82200 34.89700 0.142
H 3.63200 16.45100 30.58700 0.050
H 11.42300 15.95300 30.47800 0.096
H 4.57700 17.05600 28.96900 0.128
H 11.49200 15.68200 28.79700 0.042
H 7.67400 16.37900 30.74300 0.105
H 9.99300 15.80500 29.58200 0.042
H 10.70000 19.29000 30.38900 0.039
H 6.82000 15.88900 35.42300 0.155
H 7.83400 17.31500 32.19700 0.108
H 9.57500 19.91300 33.74000 0.059
H 5.35000 14.93500 34.53700 0.153
H 7.13900 14.11700 32.80000 0.024
H 10.18700 17.51000 32.93600 0.136
H 8.43100 14.78700 33.66200 -0.006
H 9.00200 17.03200 34.17500 0.024
H 8.79700 19.43000 35.12900 0.163
H 8.33600 20.64500 30.50600 0.135
H 7.53800 13.49800 34.61700 0.154
H 6.98400 18.76300 28.57500 0.096
H 11.99300 18.03300 28.85200 0.151
H 10.52400 17.74700 28.43100 0.054
H 8.92300 17.83600 31.01500 0.228
H 4.95600 14.72300 31.36200 0.129
H 6.83200 20.65200 29.53800 0.064
H 6.81100 14.49600 29.72000 0.060
```

Results
E   -851.70572 hartree
ΔE to the lowest compared entry with this formula, charge and spin   687.2 kJ/mol
Frontier orbital gap   0.397 Ha
Total charge   +1